Below is a 2-piece molecular cluster, C8H9N2 overall at a distorted geometry, with properties calculated with ωB97M-V with the def2-TZVPD basis set.

Geometry as XYZ:
```
19
Properties=species:S:1:pos:R:3:forces:R:3
C 2.2367 1.6418 -1.2415 -2.21 -2.10 -2.72
C 0.0228 -1.3520 0.5407 0.18 -1.60 1.14
C 1.4404 1.0424 -1.9645 3.01 2.13 2.36
C -0.7187 -0.2100 0.1129 1.22 0.37 -1.04
C -0.7856 0.4076 -2.4010 -5.80 1.07 2.28
C 0.5333 0.4373 -2.8958 1.57 -3.57 -0.43
C -0.4817 -0.3015 2.4569 0.54 2.58 3.35
C -0.9094 0.5062 1.2721 0.69 -2.17 -0.98
N -1.9336 0.7384 -2.5769 2.34 -0.38 0.28
N 0.1659 -1.4503 1.8686 -1.87 1.88 -0.46
H 3.1025 2.0863 -0.8278 0.08 0.27 0.50
H 0.4715 -2.1834 -0.0197 -0.30 0.56 -0.11
H 0.4448 0.9538 -3.8115 0.17 0.90 -1.26
H 0.8183 -0.6717 -3.2130 -0.29 2.09 0.81
H 0.3441 0.2637 3.1707 -1.86 -1.14 -1.92
H -1.3500 -0.4457 3.2651 1.71 -0.33 -1.97
H -1.2330 1.4990 1.1985 -0.68 1.25 0.79
H -2.7630 0.9139 -1.9935 0.77 -0.55 -0.46
H 0.3395 -2.1856 2.5076 0.74 -1.26 -0.16
```
Forces are in eV/Å.

Max |F| in eV/Å: 6.33
Charge: +1
Highest occupied orbital energy in eV: -12.26
HOMO-LUMO gap in eV: 8.2